one) Computed, not measured: an isolated molecule of C4H12N2O, with ωB97M-V/def2-TZVPD.

For the frontier orbital gap, the calculation gives 9.838 eV.

Element x y z (Å)
C -0.0740 0.5935 -0.7927
N 0.3418 1.3890 0.4250
C 1.7057 1.4949 0.9418
O 1.9098 0.1975 1.5497
C -1.0840 -0.5137 -0.6557
C -0.6556 -1.8875 -1.1670
N -1.5642 -0.6645 0.7807
H -0.5804 1.4375 -1.4763
H 0.8686 0.0942 -1.0998
H 0.0219 2.3089 0.2307
H 2.3823 1.6130 0.0870
H 1.9487 2.1136 1.8178
H 1.0884 -0.1792 1.8125
H -1.9979 -0.1564 -1.0226
H 0.3476 -2.3112 -0.7402
H -1.4844 -2.5594 -1.1390
H -0.3360 -1.9166 -2.2369
H -1.7321 0.2238 1.2225
H -1.1063 -1.2775 1.4625

---

two) Computed, not measured: a cluster of 2 separate species, C4H12N2O in total, with ωB97M-V/def2-TZVPD.

For the frontier orbital gap, the calculation gives 10.175 eV.

Element x y z (Å)
C 0.6451 1.3051 0.4445
C -0.3774 0.5758 -0.5394
C -2.3066 -0.3955 0.6506
C -2.0906 -1.1224 -0.6222
H 1.9822 2.8115 0.2490
H 2.3850 1.5062 -0.6284
H 0.1734 2.0119 1.1352
H 1.1815 0.5062 1.0424
H -1.1077 1.3268 -0.8132
H 0.2725 0.2831 -1.3994
H -2.7256 0.6094 0.6119
H -2.6333 -0.8500 1.5524
H -2.3264 -0.6244 -1.5244
H -2.3345 -2.2289 -0.6621
H 2.8007 -1.9610 0.8952
H 2.7013 -3.0127 -0.1928
N 1.5989 2.0879 -0.3269
N -0.9779 -0.6771 0.1154
O 3.1396 -2.1517 0.0122

---

three) Computed, not measured: a cluster of 2 separate species, C4H12N2O in total, with ωB97M-V/def2-TZVPD.

For the frontier orbital gap, the calculation gives 7.508 eV.

Element x y z (Å)
C -0.5872 -0.3840 -0.0668
C 0.7971 -0.0449 0.2277
C -1.2915 0.1218 -1.3050
C 1.4975 1.0242 -0.5733
N -1.4665 0.5743 1.5796
N 1.6012 -1.1702 0.5960
O -0.9188 -1.7035 0.1924
H -0.1138 -2.0473 0.6537
H -0.4196 0.7610 1.7303
H -1.8372 -0.1445 2.1998
H -2.2374 0.9982 1.0643
H 1.8834 -1.7394 -0.2049
H 2.4295 -0.9082 1.1199
H -2.3474 -0.1616 -1.2814
H -0.8476 -0.3237 -2.1980
H -1.2211 1.2073 -1.3975
H 2.3651 1.3935 -0.0180
H 0.8598 1.8910 -0.7689
H 1.8545 0.6561 -1.5499

---

Winner for stability: two)